[1]
One molecule with the formula C17H30N2O. Source: the Open Molecules 2025 dataset; level of theory: ωB97M-V/def2-TZVPD.

The geometry in XYZ format:
```
50
Properties=species:S:1:pos:R:3:nbo_charge:R:1
C -1.899 -2.728 1.263 -0.60
H -2.628 -3.529 1.171 0.21
H -1.587 -2.668 2.303 0.21
H -1.031 -2.987 0.659 0.20
C -2.505 -1.400 0.805 -0.01
C -2.906 -1.493 -0.667 -0.51
C -3.422 -0.174 -1.223 0.55
O -4.260 -0.147 -2.109 -0.58
C -2.806 1.008 -0.684 -0.47
C -1.867 0.989 0.295 0.33
N -1.324 2.146 0.759 -0.59
C -0.011 2.275 1.343 -0.22
C 1.009 2.859 0.360 -0.41
H 0.715 3.874 0.079 0.20
H 1.970 2.918 0.869 0.21
C 1.127 2.024 -0.924 -0.22
N 1.306 0.604 -0.658 -0.65
H 0.722 0.076 -1.296 0.37
C 2.664 0.083 -0.762 -0.04
C 3.532 0.571 0.399 -0.41
C 4.922 -0.060 0.347 -0.40
C 4.831 -1.581 0.371 -0.40
C 3.982 -2.070 -0.797 -0.39
C 2.592 -1.446 -0.741 -0.40
H 2.088 -1.755 0.178 0.20
H 1.995 -1.796 -1.587 0.20
H 3.897 -3.158 -0.771 0.21
H 4.465 -1.794 -1.737 0.19
H 5.831 -2.015 0.313 0.21
H 4.378 -1.904 1.310 0.19
H 5.514 0.294 1.194 0.21
H 5.427 0.257 -0.568 0.19
H 3.039 0.310 1.337 0.20
H 3.633 1.655 0.354 0.20
H 3.143 0.403 -1.709 0.16
H 0.203 2.152 -1.495 0.20
H 1.949 2.428 -1.535 0.18
H 0.338 1.295 1.659 0.22
H -0.077 2.929 2.220 0.19
H -1.638 2.979 0.278 0.38
C -1.457 -0.289 0.961 -0.48
H -0.506 -0.618 0.531 0.25
H -1.294 -0.101 2.025 0.22
H -3.113 1.948 -1.123 0.21
H -2.036 -1.775 -1.268 0.22
H -3.671 -2.257 -0.818 0.23
C -3.735 -1.087 1.660 -0.62
H -4.487 -1.862 1.536 0.21
H -4.174 -0.136 1.367 0.22
H -3.466 -1.035 2.713 0.20
```

Computed properties:
frontier orbital gap = 8.8 eV
molecular weight = 278.44 g/mol
strongest force on any atom = 0.00964 Eh/bohr
E_LUMO = 0.685 eV
total energy = -23144.3627 eV

[2]
One molecule with the formula C17H30N4O2. Source: the Open Molecules 2025 dataset; level of theory: ωB97M-V/def2-TZVPD.

The geometry in XYZ format:
```
53
Properties=species:S:1:pos:R:3:nbo_charge:R:1
C 0.545 3.399 0.373 -0.24
O 0.397 2.338 1.290 -0.57
C 1.533 1.475 1.378 0.10
C 1.097 0.106 0.867 -0.24
N 0.665 0.164 -0.513 -0.65
C 1.600 0.179 -1.507 0.79
O 2.796 0.051 -1.258 -0.70
N 1.145 0.366 -2.795 -0.46
C 2.131 0.576 -3.836 -0.41
C -0.237 0.284 -3.267 -0.24
C -1.147 -0.651 -2.536 0.08
C -1.186 -2.012 -2.569 -0.09
N -2.166 -2.379 -1.678 -0.34
C -2.684 -1.236 -1.159 0.37
N -2.090 -0.175 -1.656 -0.50
C -3.764 -1.258 -0.128 -0.44
C -4.473 -2.611 -0.110 -0.39
C -3.446 -3.740 -0.111 -0.41
C -2.642 -3.727 -1.402 -0.20
C 2.093 1.486 2.810 -0.06
C 2.484 2.922 3.162 -0.61
C 3.343 0.604 2.876 -0.61
C 1.049 0.993 3.813 -0.62
H -0.392 3.955 0.368 0.19
H 1.357 4.075 0.664 0.17
H 0.745 3.031 -0.639 0.17
H 2.320 1.838 0.705 0.19
H 1.912 -0.610 0.940 0.22
H 0.256 -0.252 1.463 0.20
H -0.275 0.479 -0.689 0.42
H 3.110 0.668 -3.380 0.25
H 2.147 -0.263 -4.539 0.18
H 1.902 1.487 -4.396 0.18
H -0.710 1.272 -3.257 0.21
H -0.177 -0.026 -4.312 0.21
H -0.610 -2.739 -3.117 0.22
H -3.318 -1.062 0.852 0.22
H -4.456 -0.440 -0.327 0.24
H -5.119 -2.682 0.765 0.22
H -5.115 -2.706 -0.991 0.20
H -2.770 -3.620 0.741 0.21
H -3.929 -4.712 -0.009 0.22
H -3.264 -4.063 -2.236 0.20
H -1.780 -4.392 -1.337 0.21
H 1.617 3.583 3.122 0.22
H 2.897 2.966 4.172 0.21
H 3.243 3.301 2.473 0.21
H 3.103 -0.454 2.767 0.21
H 4.055 0.870 2.092 0.22
H 3.838 0.731 3.841 0.21
H 0.808 -0.061 3.660 0.20
H 1.430 1.097 4.831 0.21
H 0.130 1.574 3.729 0.22
```

Computed properties:
frontier orbital gap = 9.2 eV
molecular weight = 322.45 g/mol
strongest force on any atom = 0.00499 Eh/bohr
E_LUMO = 0.687 eV
total energy = -28172.4704 eV

[3]
One molecule with the formula C17H30N4O2. Source: the Open Molecules 2025 dataset; level of theory: ωB97M-V/def2-TZVPD.

The geometry in XYZ format:
```
53
Properties=species:S:1:pos:R:3:nbo_charge:R:1
C -1.821 1.172 1.239 -0.24
O -2.468 1.872 0.199 -0.57
C -3.133 1.027 -0.747 0.09
C -2.412 1.185 -2.082 -0.23
N -1.011 0.823 -1.978 -0.64
C -0.677 -0.504 -1.880 0.79
O -1.516 -1.369 -2.104 -0.69
N 0.609 -0.809 -1.493 -0.45
C 1.063 -2.179 -1.670 -0.42
C 1.645 0.189 -1.256 -0.24
C 2.635 -0.252 -0.225 0.09
C 2.527 -0.175 1.133 -0.10
N 3.670 -0.751 1.632 -0.34
C 4.421 -1.131 0.565 0.36
N 3.826 -0.849 -0.571 -0.47
C 5.742 -1.806 0.743 -0.44
C 6.296 -1.575 2.148 -0.39
C 5.207 -1.832 3.188 -0.41
C 4.073 -0.830 3.029 -0.20
C -4.637 1.355 -0.776 -0.06
C -5.202 1.124 0.629 -0.61
C -5.345 0.413 -1.754 -0.61
C -4.875 2.811 -1.180 -0.62
H -1.346 1.917 1.878 0.19
H -2.532 0.594 1.840 0.17
H -1.058 0.486 0.854 0.17
H -3.022 -0.018 -0.436 0.19
H -2.878 0.565 -2.845 0.22
H -2.457 2.228 -2.399 0.20
H -0.369 1.542 -1.718 0.39
H 0.206 -2.779 -1.956 0.25
H 1.832 -2.236 -2.446 0.19
H 1.492 -2.564 -0.744 0.20
H 2.191 0.424 -2.177 0.21
H 1.188 1.105 -0.887 0.20
H 1.757 0.217 1.775 0.22
H 5.615 -2.879 0.570 0.22
H 6.424 -1.443 -0.026 0.24
H 7.152 -2.226 2.324 0.22
H 6.650 -0.544 2.243 0.20
H 4.819 -2.847 3.069 0.21
H 5.605 -1.752 4.201 0.22
H 4.396 0.160 3.365 0.20
H 3.205 -1.118 3.624 0.21
H -4.722 1.781 1.355 0.22
H -6.275 1.328 0.641 0.21
H -5.054 0.088 0.944 0.21
H -5.072 0.617 -2.790 0.21
H -5.105 -0.631 -1.540 0.22
H -6.426 0.538 -1.667 0.21
H -4.576 3.000 -2.212 0.20
H -5.938 3.049 -1.099 0.21
H -4.321 3.489 -0.528 0.22
```

Computed properties:
frontier orbital gap = 9.2 eV
molecular weight = 322.45 g/mol
strongest force on any atom = 0.00406 Eh/bohr
E_LUMO = 0.640 eV
total energy = -28172.4335 eV

[4]
A 2-piece molecular cluster, C17H30NO overall in a non-equilibrium geometry. Source: the Open Molecules 2025 dataset; level of theory: ωB97M-V/def2-TZVPD.

The geometry in XYZ format:
```
49
Properties=species:S:1:pos:R:3:nbo_charge:R:1
C 1.929 0.396 4.211 -0.63
C 2.048 -1.060 3.797 -0.03
C 1.336 -2.080 4.387 -0.23
C 1.476 -3.377 3.969 -0.23
C 2.315 -3.689 2.927 -0.25
C 3.008 -2.678 2.307 0.04
C 3.920 -2.932 1.109 -0.23
N 3.143 -2.769 -0.090 -0.80
C 3.512 -1.631 -0.869 -0.24
C 2.402 -0.539 -1.018 0.09
C 1.518 -0.763 -2.270 -0.64
O 1.566 -0.410 0.126 -0.73
C 2.887 -1.382 2.755 -0.21
H 1.132 0.526 4.946 0.20
H 1.688 0.971 3.311 0.22
H 2.905 0.732 4.570 0.21
H 0.649 -1.834 5.197 0.18
H 0.925 -4.180 4.454 0.19
H 2.432 -4.709 2.578 0.20
H 4.795 -2.252 1.184 0.13
H 4.327 -3.968 1.171 0.13
H 4.444 -1.119 -0.541 0.13
H 3.717 -1.989 -1.911 0.13
H 2.909 0.434 -1.122 0.13
H 0.496 -0.418 -2.072 0.18
H 1.892 -0.180 -3.116 0.20
H 1.479 -1.838 -2.468 0.22
H 0.751 -0.904 0.019 0.47
H 3.466 -0.604 2.264 0.20
C -1.519 1.895 -0.529 -0.62
C -1.861 2.239 -1.975 -0.40
C -2.971 3.282 -2.107 -0.39
C -4.326 2.863 -1.535 -0.40
C -4.909 1.580 -2.125 -0.40
C -5.194 1.676 -3.621 -0.61
H -2.368 1.447 -0.008 0.19
H -0.696 1.179 -0.491 0.24
H -1.209 2.786 0.021 0.20
H -2.130 1.327 -2.515 0.19
H -0.963 2.628 -2.462 0.20
H -3.087 3.543 -3.164 0.19
H -2.654 4.202 -1.605 0.20
H -5.037 3.681 -1.692 0.19
H -4.243 2.745 -0.451 0.20
H -5.845 1.356 -1.605 0.20
H -4.243 0.736 -1.932 0.20
H -5.891 2.490 -3.833 0.19
H -5.641 0.749 -3.984 0.21
H -4.282 1.846 -4.195 0.20
```

Computed properties:
frontier orbital gap = 4.3 eV
net charge = -1
molecular weight = 264.43 g/mol
strongest force on any atom = 0.03594 Eh/bohr
E_LUMO = 2.722 eV
total energy = -21652.2091 eV

[5]
C17H31BN8OPdSb as an isolated structure in a non-equilibrium geometry. Source: the Open Molecules 2025 dataset; level of theory: ωB97M-V/def2-TZVPD.

The geometry in XYZ format:
```
60
Properties=species:S:1:pos:R:3:nbo_charge:R:1
Pd 0.389 -0.197 0.340 0.81
C -1.366 -4.676 0.434 -0.35
C -1.499 -3.388 -0.097 -0.04
N -0.628 -2.547 0.454 -0.39
N 0.078 -3.278 1.348 -0.35
C -0.350 -4.555 1.356 0.00
B 1.144 -2.629 2.233 0.54
N 2.343 -2.143 1.372 -0.30
C 3.590 -2.623 1.280 0.01
C 4.307 -1.827 0.407 -0.34
C 3.404 -0.843 0.005 -0.02
N 2.231 -1.047 0.598 -0.33
N 0.554 -1.387 2.960 -0.30
C 0.326 -1.244 4.274 0.02
C -0.255 -0.011 4.495 -0.33
C -0.349 0.563 3.230 -0.02
N 0.143 -0.273 2.320 -0.28
H -1.935 -5.558 0.198 0.24
H -2.189 -3.031 -0.847 0.21
H 0.089 -5.277 2.024 0.23
H 1.527 -3.412 3.054 -0.02
H 3.883 -3.489 1.851 0.24
H 5.341 -1.928 0.126 0.25
H 3.538 -0.003 -0.657 0.23
H 0.589 -2.035 4.956 0.24
H -0.561 0.413 5.435 0.25
H -0.729 1.528 2.939 0.21
C -4.220 2.320 0.631 -0.62
C -2.818 2.863 0.888 -0.72
Sb -1.263 1.862 -0.189 1.14
C -1.524 2.447 -2.230 -0.71
C -2.256 3.775 -2.401 -0.63
C 0.377 3.158 0.375 -0.72
C 0.178 4.668 0.309 -0.63
H -4.962 2.889 1.193 0.23
H -4.307 1.275 0.931 0.21
H -4.491 2.385 -0.424 0.21
H -2.551 2.782 1.943 0.23
H -2.728 3.914 0.613 0.23
H -2.043 1.645 -2.754 0.23
H -0.507 2.481 -2.622 0.23
H -3.271 3.729 -2.004 0.21
H -2.334 4.032 -3.458 0.23
H -1.745 4.596 -1.899 0.21
H 1.211 2.837 -0.251 0.23
H 0.620 2.839 1.390 0.22
H 0.034 5.014 -0.715 0.21
H 1.057 5.184 0.700 0.23
H -0.678 5.001 0.897 0.21
C 1.792 -1.726 -4.662 -0.43
N 1.484 -0.716 -3.667 -0.59
C 1.022 -0.976 -2.435 0.80
N 0.849 -2.249 -2.060 -0.82
O 0.753 -0.012 -1.665 -0.71
H 2.136 -1.228 -5.564 0.24
H 0.910 -2.315 -4.919 0.21
H 2.591 -2.388 -4.323 0.21
H 1.590 0.259 -3.884 0.42
H 1.077 -3.019 -2.663 0.41
H 0.400 -2.429 -1.170 0.44
```

Computed properties:
frontier orbital gap (alpha / beta) = 8.4 / 8.4 eV
net charge = +1
molecular weight = 602.48 g/mol
strongest force on any atom = 0.02119 Eh/bohr
E_LUMO (alpha / beta) = -3.090 / -3.089 eV
total energy = -42791.2127 eV

[6]
C17H31CdF5P2 as an isolated structure in a non-equilibrium geometry. Source: the Open Molecules 2025 dataset; level of theory: ωB97M-V/def2-TZVPD.

The geometry in XYZ format:
```
56
Properties=species:S:1:pos:R:3:nbo_charge:R:1
P 0.199 -1.587 -5.383 1.61
P 0.240 2.084 -4.639 1.52
C 0.525 -0.118 -6.435 -0.72
C 1.174 1.132 -5.834 -0.78
H -0.409 0.135 -6.976 0.27
H 1.238 -0.507 -7.193 0.24
H 2.148 0.891 -5.387 0.26
H 1.352 1.825 -6.668 0.25
C -0.331 3.598 -5.473 -0.96
H -0.625 4.361 -4.738 0.27
H -1.187 3.402 -6.140 0.26
H 0.513 3.980 -6.067 0.24
C 1.361 2.575 -3.325 -1.07
H 1.888 3.514 -3.571 0.28
H 2.138 1.800 -3.183 0.18
H 0.815 2.760 -2.389 0.30
C -0.863 -2.565 -6.524 -0.95
H -1.162 -3.508 -6.036 0.26
H -0.289 -2.792 -7.444 0.23
H -1.765 -2.005 -6.813 0.27
C 1.759 -2.494 -5.354 -1.02
H 2.617 -1.817 -5.439 0.26
H 1.755 -3.178 -6.210 0.26
H 1.843 -3.073 -4.428 0.26
Cd 2.516 1.142 -0.902 0.80
C -1.466 1.174 -4.370 -0.43
C -2.159 0.066 -5.010 -0.67
C -3.346 -0.386 -4.211 -0.39
C -3.090 -1.623 -3.260 -0.50
C -1.893 -2.349 -3.626 -0.05
C -0.596 -1.729 -3.747 -0.57
C -0.297 -0.465 -2.796 -0.40
C -1.244 0.730 -2.886 -0.45
C 2.782 -0.702 0.134 -1.34
H -2.122 2.063 -4.418 0.19
H -2.289 0.007 -6.096 0.17
H -4.206 -0.643 -4.850 0.22
H -3.697 0.432 -3.560 0.17
H -3.077 -1.272 -2.205 0.22
H -3.902 -2.380 -3.302 0.22
H -1.938 -3.445 -3.683 0.19
H 0.150 -2.459 -3.361 0.22
H 0.747 -0.153 -3.011 0.19
H -0.279 -0.826 -1.746 0.25
H -2.213 0.525 -2.420 0.23
H -0.874 1.561 -2.272 0.24
H 3.848 -0.736 0.433 0.21
H 2.508 -1.557 -0.498 0.19
H 2.138 -0.708 1.027 0.21
F -0.313 2.203 -0.227 -0.39
C 1.002 2.390 0.195 0.06
F 1.243 3.744 0.094 -0.38
C 1.047 2.038 1.686 0.89
F 0.603 0.770 1.917 -0.33
F 2.315 2.144 2.190 -0.33
F 0.251 2.876 2.395 -0.33
```

Computed properties:
frontier orbital gap (alpha / beta) = 5.9 / 4.0 eV
molecular weight = 504.79 g/mol
strongest force on any atom = 0.06538 Eh/bohr
E_LUMO (alpha / beta) = -0.216 / -0.451 eV
total energy = -54851.8942 eV

[7]
A 10-piece molecular cluster, C17H31Cl14FO2S2 overall in a non-equilibrium geometry. Source: the Open Molecules 2025 dataset; level of theory: ωB97M-V/def2-TZVPD.

The geometry in XYZ format:
```
67
Properties=species:S:1:pos:R:3:nbo_charge:R:1
C 10.253 9.957 12.417 -0.88
S 11.805 9.262 11.871 1.26
O 11.451 8.103 10.954 -1.03
C 12.383 10.579 10.853 -0.83
H 9.585 10.378 11.695 0.24
H 10.287 10.736 13.241 0.25
H 9.608 9.200 12.842 0.26
H 11.561 10.833 10.150 0.24
H 13.343 10.167 10.488 0.25
H 12.636 11.352 11.519 0.26
C 16.876 13.803 9.820 -0.85
S 15.794 12.414 9.782 1.27
O 14.563 12.786 10.544 -1.01
C 15.331 12.441 8.079 -0.87
H 16.332 14.727 9.583 0.23
H 17.740 13.695 9.152 0.24
H 17.170 13.910 10.854 0.25
H 14.945 13.414 7.777 0.23
H 14.539 11.659 7.877 0.26
H 16.220 12.079 7.419 0.24
F 13.814 14.454 14.504 -0.31
C 13.324 13.291 14.829 0.41
C 13.970 12.118 14.500 -0.30
C 13.425 10.889 14.839 -0.19
C 12.180 10.784 15.487 -0.27
C 11.509 11.982 15.661 -0.15
C 12.037 13.217 15.322 -0.32
H 14.798 12.194 13.856 0.23
H 13.872 9.987 14.402 0.22
H 11.692 9.790 15.631 0.23
H 10.543 12.033 16.143 0.21
H 11.518 14.162 15.430 0.23
C 12.654 15.435 10.794 -0.38
Cl 11.539 14.092 11.056 -0.02
Cl 11.702 16.949 10.558 -0.05
H 13.205 15.653 11.706 0.23
H 13.437 15.284 10.027 0.23
C 8.529 9.760 17.816 -0.38
Cl 7.904 9.421 16.159 -0.04
Cl 7.393 10.645 18.786 0.00
H 8.732 8.770 18.287 0.22
H 9.438 10.184 17.825 0.20
C 9.058 6.075 10.676 -0.40
Cl 7.704 6.487 9.686 -0.03
Cl 8.496 5.481 12.254 -0.06
H 9.568 5.247 10.181 0.23
H 9.680 6.922 10.868 0.26
C 9.088 14.139 13.489 -0.38
Cl 8.373 13.455 14.914 0.00
Cl 9.447 15.909 13.841 -0.07
H 10.050 13.641 13.280 0.23
H 8.485 14.063 12.627 0.22
C 11.098 12.811 5.424 -0.45
Cl 11.890 11.715 4.342 -0.01
Cl 11.793 12.616 6.949 0.01
H 11.234 13.848 5.111 0.22
H 10.021 12.625 5.444 0.23
C 11.973 7.890 7.929 -0.38
Cl 11.499 6.218 7.895 0.00
Cl 13.824 7.949 7.782 -0.12
H 11.577 8.590 7.223 0.22
H 11.839 8.223 8.951 0.26
C 5.792 9.613 11.017 -0.39
Cl 6.397 9.487 12.671 -0.02
Cl 6.653 10.788 9.994 -0.05
H 5.976 8.686 10.558 0.23
H 4.712 9.921 10.998 0.23
```

Computed properties:
frontier orbital gap = 9.4 eV
molecular weight = 846.91 g/mol
strongest force on any atom = 0.08314 Eh/bohr
E_LUMO = 0.203 eV
total energy = -221926.0950 eV

[8]
C17H31F3IrN3 as an isolated structure. Source: the Open Molecules 2025 dataset; level of theory: ωB97M-V/def2-TZVPD.

The geometry in XYZ format:
```
55
Properties=species:S:1:pos:R:3:lowdin_spin:R:1
Ir 0.034 0.885 0.193 0.21
C 3.079 0.304 -1.062 0.00
C 1.691 -0.263 -0.908 0.03
C 0.710 -0.048 -1.909 0.01
C 0.935 0.900 -3.055 0.00
C -0.325 -1.054 -2.052 0.26
C -1.003 -1.203 -3.365 0.05
C -0.673 -1.881 -0.946 0.12
C -1.829 -2.819 -1.077 0.02
C 0.143 -1.879 0.208 0.02
C -0.165 -2.774 1.377 0.00
C 1.420 -1.255 0.122 0.14
C 2.496 -1.670 1.067 0.02
H 3.494 0.711 -0.141 0.00
H 3.115 1.087 -1.810 0.00
H 3.745 -0.498 -1.390 0.00
H 1.497 0.391 -3.843 0.00
H 1.504 1.777 -2.770 0.00
H -0.006 1.233 -3.490 0.00
H -1.718 -0.389 -3.556 0.02
H -1.544 -2.139 -3.461 0.00
H -0.277 -1.128 -4.178 0.01
H -1.514 -3.674 -1.690 0.01
H -2.676 -2.370 -1.598 0.00
H -2.170 -3.224 -0.130 0.00
H -1.224 -2.797 1.620 0.00
H 0.372 -2.471 2.273 0.00
H 0.139 -3.802 1.159 0.00
H 2.670 -2.744 0.925 0.01
H 2.211 -1.577 2.117 0.01
H 3.443 -1.167 0.894 0.00
N 1.500 1.234 1.677 0.02
C 0.827 0.995 2.993 0.00
C -0.444 1.815 3.023 0.00
N -1.179 1.643 1.713 0.00
C -2.459 0.876 1.800 0.00
C -2.864 0.397 0.393 0.00
N -1.936 0.970 -0.637 0.03
H 2.344 0.666 1.626 0.00
H 1.825 2.202 1.630 0.00
H 1.495 1.262 3.812 0.00
H 0.605 -0.071 3.061 0.00
H -0.221 2.876 3.138 0.00
H -1.087 1.521 3.851 0.00
H -1.421 2.591 1.431 0.00
H -3.214 1.522 2.248 0.00
H -2.316 0.030 2.470 0.00
H -3.894 0.658 0.152 0.00
H -2.771 -0.684 0.327 0.00
H -2.165 1.946 -0.833 0.00
H -2.102 0.495 -1.521 0.00
F -0.374 3.178 -1.396 0.00
C 0.404 2.801 -0.378 0.00
F 1.682 2.942 -0.741 0.00
F 0.191 3.670 0.633 0.00
```

Computed properties:
multiplicity = 2
frontier orbital gap (alpha / beta) = 8.5 / 6.8 eV
net charge = +3
molecular weight = 526.67 g/mol
<S²> = 0.764
strongest force on any atom = 0.00394 Eh/bohr
E_LUMO (alpha / beta) = -10.784 / -13.248 eV
total energy = -33566.7904 eV